1.
Computed, not measured: a 17-piece molecular cluster, H33O17 overall, with ωB97M-V/def2-TZVPD.

* orbital gap (alpha / beta): 0.073 / 0.320 hartree
* ΔE to the lowest compared entry with this formula, charge and spin: 26.2 kcal/mol
* multiplicity: 2
* charge: -2

Geometry as XYZ:
```
50
Properties=species:S:1:pos:R:3:mulliken_spin:R:1
O -3.10 1.38 -5.00 0.057
H -2.63 1.32 -4.19 -0.010
H -3.99 0.91 -4.74 -0.022
O 2.63 3.16 1.69 0.015
H 2.95 2.16 1.49 0.020
H 2.05 3.33 0.97 -0.003
O 4.51 0.58 -0.91 0.010
H 3.73 0.65 0.47 0.006
H 4.40 -0.37 -1.07 -0.006
O -0.98 -5.27 1.21 0.817
H -0.92 -5.14 2.24 -0.138
H -1.39 -6.09 1.10 -0.332
O 1.04 0.10 3.53 -0.061
H 1.64 -0.29 2.80 0.068
O -3.41 4.55 2.71 0.039
H -2.51 4.83 3.13 -0.012
H -3.26 3.79 2.10 -0.006
O 2.54 1.83 -1.70 0.012
H 3.55 1.34 -1.47 -0.008
H 2.60 2.66 -1.20 0.004
O 0.35 0.93 -0.91 0.015
H 0.05 1.05 -0.03 -0.009
H 1.79 0.31 4.06 -0.006
O -0.39 2.54 4.29 0.077
H -0.24 1.98 3.47 0.009
H 0.60 2.21 4.54 -0.009
O 1.58 -4.32 -0.02 0.076
H 1.16 -4.81 0.63 -0.033
H 1.49 -3.37 0.12 0.023
O -2.19 -4.95 -2.13 0.116
H -1.62 -5.10 -1.27 0.032
H -1.57 -4.87 -2.94 -0.025
O -4.37 -0.04 -0.83 0.104
H -4.11 -0.22 -1.82 0.000
H -3.52 -0.09 -0.29 -0.046
O 0.78 -5.75 -2.26 0.090
H 1.23 -6.10 -1.52 -0.035
H 0.86 -4.77 -2.32 0.011
O 0.82 -1.50 -1.61 0.141
H 0.34 -0.78 -1.05 -0.027
H 1.65 -1.06 -1.68 -0.032
O 3.59 0.80 1.40 0.014
H 4.44 0.78 1.78 -0.006
H 1.18 1.53 -0.94 0.034
O 1.04 4.77 -1.62 0.008
H 1.34 3.90 -1.94 0.004
H 1.81 5.09 -1.24 -0.004
O -6.18 2.32 0.88 0.058
H -5.63 2.53 1.64 -0.009
H -5.75 1.57 0.42 -0.024
```


2.
Computed, not measured: C17H28HgNO2P2Se as an isolated structure, with ωB97M-V/def2-TZVPD.

* orbital gap (alpha / beta): 0.138 / 0.184 hartree
* ΔE to the lowest compared entry with this formula, charge and spin: 6.7 kcal/mol
* charge: +1

Geometry as XYZ:
```
52
Properties=species:S:1:pos:R:3:mulliken_charge:R:1
Hg -0.17 -0.19 0.03 0.288
P 1.00 0.77 -1.83 0.482
C 0.17 0.38 -3.44 -1.226
C -1.03 -0.56 -3.34 0.391
N -1.40 -1.00 -2.14 0.059
C -2.22 -2.05 -1.98 0.448
C -2.76 -2.68 -3.10 -0.711
C -2.53 -2.15 -4.36 -0.427
C -1.68 -1.04 -4.49 -0.671
C -2.51 -2.55 -0.56 -1.171
P -2.12 -1.35 0.78 0.526
H -1.46 -0.57 -5.45 0.452
H -3.42 -3.55 -2.94 0.443
H -3.01 -2.58 -5.25 0.395
H -3.58 -2.84 -0.48 0.524
H -1.90 -3.45 -0.38 0.378
H -0.11 1.29 -3.96 0.525
H 0.92 -0.06 -4.12 0.468
H -2.86 3.78 -1.42 0.307
O -3.48 3.21 -0.95 -0.607
H -3.71 3.70 -0.14 0.309
H 1.09 3.15 3.54 0.139
O -0.01 1.68 2.13 -0.130
H -0.78 2.27 2.05 0.116
C -3.64 -0.35 0.83 -1.151
H -4.53 -0.99 0.93 0.414
H -3.60 0.33 1.68 0.363
H -3.75 0.24 -0.09 0.319
C -1.99 -2.21 2.36 -1.130
H -1.68 -1.48 3.13 0.319
H -2.95 -2.65 2.68 0.391
H -1.23 -3.01 2.30 0.348
C 2.54 -0.09 -2.23 -1.276
H 3.00 0.37 -3.11 0.425
H 3.21 -0.02 -1.38 0.325
H 2.30 -1.14 -2.45 0.375
C 1.43 2.50 -1.51 -0.995
H 2.17 2.54 -0.69 0.320
H 1.87 3.02 -2.37 0.439
H 0.54 3.05 -1.18 0.265
Se 0.63 1.78 3.91 -0.074
C 2.41 1.02 3.58 -0.153
C 3.08 0.85 2.36 0.267
C 4.39 0.34 2.34 -0.426
C 5.04 -0.02 3.53 -0.500
C 4.36 0.12 4.74 -0.545
C 3.04 0.61 4.76 -0.372
H 2.58 1.12 1.42 0.336
H 4.91 0.24 1.39 0.339
H 6.08 -0.38 3.52 0.370
H 4.85 -0.11 5.69 0.363
H 2.51 0.72 5.70 0.333
```


3.
Computed, not measured: C6H12N3O4SbSe4Sn as an isolated structure, with ωB97M-V/def2-TZVPD.

* orbital gap: 0.246 hartree
* ΔE to the lowest compared entry with this formula, charge and spin: 0.0 kcal/mol

Geometry as XYZ:
```
31
Properties=species:S:1:pos:R:3:mulliken_charge:R:1
Sn -0.58 -0.49 -0.47 0.763
N -0.44 1.91 2.86 -0.716
N 0.20 2.68 1.87 -0.011
C 0.84 2.23 0.77 0.648
O 1.51 3.00 0.09 -0.741
O 0.67 0.97 0.47 -0.592
H -1.32 1.52 2.52 0.216
H 0.14 1.11 3.13 0.296
H 0.44 3.62 2.17 0.235
Se 1.16 -4.10 3.11 -0.211
Sb -1.45 -3.95 2.64 0.464
Se -2.02 -1.62 2.59 -0.497
Se 1.22 -2.33 -0.28 0.010
Se 0.66 -4.27 0.88 -0.074
O 1.79 0.50 -4.21 -0.745
C 1.12 0.66 -3.19 0.462
O 0.42 -0.18 -2.58 -0.529
C 1.16 2.11 -2.63 0.011
N 2.01 2.85 -3.60 -0.012
C 1.19 3.91 -4.22 -0.648
C -0.24 3.41 -4.06 -0.734
C -0.20 2.79 -2.67 -0.674
H 1.58 2.14 -1.62 0.253
H 2.21 2.00 -4.27 0.459
H 2.87 3.20 -3.20 0.322
H 1.48 4.08 -5.26 0.374
H 1.32 4.84 -3.66 0.343
H -0.46 2.64 -4.81 0.313
H -0.97 4.20 -4.15 0.405
H -0.99 2.06 -2.50 0.296
H -0.25 3.55 -1.89 0.313
```


4.
Computed, not measured: one molecule with the formula C4H3NO, with ωB97M-V/def2-TZVPD.

* orbital gap: 0.371 hartree
* ΔE to the lowest compared entry with this formula, charge and spin: 82.1 kcal/mol

Geometry as XYZ:
```
9
Properties=species:S:1:pos:R:3:mulliken_charge:R:1
O -0.64 1.40 -0.17 -0.504
C -0.26 0.07 -0.36 0.194
C 1.59 -0.35 0.96 -0.450
C 1.27 -0.13 -0.27 -0.032
C -1.02 -0.85 0.51 0.153
N -1.71 -1.53 1.14 -0.368
H -0.52 1.64 0.76 0.390
H -0.55 -0.18 -1.39 0.254
H 1.85 -0.07 -1.18 0.364
```


Maximum force, respectively: 5.0; 3.4; 1.1; 1.2 eV/A.